No. 1
The following is a DFT calculation (the ωB97M-V functional and the def2-TZVPD basis) of an isolated molecule of CH2Cl2FN at a distorted geometry.

Geometry as XYZ:
```
7
Properties=species:S:1:pos:R:3
C 0.647 -0.084 -0.037
N -1.108 -0.200 0.333
F 0.625 -0.008 -1.391
Cl 1.103 1.509 0.572
Cl 1.660 -1.353 0.476
H -1.514 -0.599 -0.496
H -1.413 0.734 0.542
```

* energy relative to the best compared isomer or geometry (same formula, charge and spin): 99.2 kJ/mol
* gap between HOMO and LUMO: 10.9 eV
* 2S+1: 1
* E_LUMO: 0.67 eV
* SMILES: NC(F)(Cl)Cl

***

No. 2
The following is a DFT calculation (the ωB97M-V functional and the def2-TZVPD basis) of an isolated molecule of C3H5NO2 at a distorted geometry.

Geometry as XYZ:
```
11
Properties=species:S:1:pos:R:3
N 0.398 0.044 1.150
C 0.504 -0.576 -0.152
C 0.005 1.108 0.142
C -1.121 0.291 -0.453
O 0.871 -1.875 -0.216
O 1.254 0.505 -0.632
H 1.699 -1.891 -0.722
H -0.372 -0.298 1.718
H 0.130 2.154 0.408
H -1.444 0.551 -1.459
H -1.924 -0.014 0.216
```

* energy relative to the best compared isomer or geometry (same formula, charge and spin): 460.8 kJ/mol
* gap between HOMO and LUMO: 10.0 eV
* 2S+1: 1
* E_LUMO: 0.88 eV

***

No. 3
The following is a DFT calculation (the ωB97M-V functional and the def2-TZVPD basis) of a cluster of 5 separate species, C12H12ClF4O12 in total at a distorted geometry.

Geometry as XYZ:
```
41
Properties=species:S:1:pos:R:3
Cl -1.870 0.207 0.319
C 0.558 -2.275 -0.421
C 1.285 -2.043 0.882
O 2.635 -1.942 0.445
C 2.590 -1.328 -0.759
O 3.498 -0.771 -1.282
O 1.345 -1.418 -1.288
F 1.148 -3.061 1.762
H -0.471 -1.922 -0.417
H 0.666 -3.287 -0.810
H 1.001 -1.115 1.379
C 1.285 1.620 0.180
C 1.901 2.902 -0.363
O 3.270 2.743 -0.124
C 3.481 1.713 0.738
O 4.529 1.397 1.188
O 2.301 1.120 1.054
F 1.469 4.022 0.301
H 1.057 0.935 -0.635
H 0.383 1.810 0.757
H 1.675 3.047 -1.419
C -1.416 2.287 -2.554
C -1.885 1.367 -3.658
O -0.811 1.381 -4.558
C -0.039 2.489 -4.346
O 0.847 2.842 -5.046
O -0.445 3.124 -3.225
F -3.013 1.825 -4.275
H -0.933 1.746 -1.743
H -2.199 2.950 -2.201
H -2.052 0.358 -3.288
C -2.691 -2.357 2.474
C -2.312 -1.330 3.510
O -1.201 -1.924 4.128
C -1.343 -3.274 4.047
O -0.719 -4.069 4.668
O -2.290 -3.588 3.131
F -3.331 -1.223 4.438
H -2.072 -2.289 1.585
H -3.755 -2.338 2.267
H -2.074 -0.332 3.159
```

* energy relative to the best compared isomer or geometry (same formula, charge and spin): 0.0 kJ/mol
* gap between HOMO and LUMO: 9.2 eV
* 2S+1: 1
* E_LUMO: 2.74 eV
* total charge: -1

***

No. 4
The following is a DFT calculation (the ωB97M-V functional and the def2-TZVPD basis) of a structure of composition C27H43BaBrN2OP2 at a distorted geometry.

Geometry as XYZ:
```
77
Properties=species:S:1:pos:R:3
C -1.518 6.899 -4.764
C -1.761 5.522 -4.888
C -1.963 5.001 -6.176
C -1.724 5.829 -7.288
N -1.433 7.125 -7.154
C -1.315 7.654 -5.939
C -1.496 4.575 -3.791
C -0.501 3.852 -3.446
C 0.413 2.814 -3.108
C 1.538 2.934 -2.250
C 2.234 1.815 -1.827
C 1.913 0.531 -2.310
C 0.866 0.422 -3.244
C 0.113 1.524 -3.637
Ba -2.358 2.575 -1.972
P 2.806 -0.982 -1.850
H -2.139 3.935 -6.330
H -1.347 7.369 -3.794
H -1.768 5.404 -8.291
H -1.036 8.710 -5.867
H -0.725 1.401 -4.346
H 1.772 3.942 -1.870
H 0.642 -0.562 -3.672
H 3.054 1.928 -1.112
C 2.005 -1.908 -0.553
C 2.411 -3.385 -0.556
H 0.915 -1.751 -0.719
H 2.228 -1.401 0.417
H 1.938 -3.897 0.288
H 2.050 -3.849 -1.480
H 3.492 -3.558 -0.490
C 3.203 -1.820 -3.390
C 3.724 -0.852 -4.469
H 2.245 -2.274 -3.696
H 3.900 -2.658 -3.213
H 3.904 -1.422 -5.388
H 2.978 -0.078 -4.708
H 4.669 -0.357 -4.193
C 4.236 -0.286 -1.065
C 5.295 -1.331 -0.798
H 3.828 0.158 -0.146
H 4.579 0.533 -1.717
H 6.180 -0.816 -0.417
H 4.975 -2.056 -0.042
H 5.580 -1.878 -1.708
Br -0.975 -0.324 -1.175
P -2.573 -2.811 -3.823
C -0.753 -3.147 -3.796
C -0.505 -4.620 -4.149
H -0.365 -2.881 -2.798
H -0.270 -2.479 -4.528
H 0.565 -4.797 -4.310
H -0.846 -5.288 -3.349
H -1.036 -4.898 -5.070
C -3.013 -2.720 -2.049
C -4.426 -3.260 -1.783
H -2.869 -1.669 -1.694
H -2.261 -3.324 -1.503
H -4.611 -3.262 -0.705
H -5.186 -2.640 -2.269
H -4.508 -4.286 -2.156
C -2.735 -1.116 -4.510
C -3.079 -1.265 -6.002
H -1.811 -0.544 -4.334
H -3.544 -0.609 -3.957
H -3.386 -0.301 -6.422
H -2.213 -1.634 -6.568
H -3.906 -1.978 -6.137
C -0.052 1.426 1.946
C 0.105 2.575 1.010
N 1.264 3.256 1.111
O -0.755 2.911 0.144
H 0.097 1.753 2.977
H 0.705 0.667 1.745
H -1.039 0.990 1.818
H 1.425 4.094 0.573
H 1.909 3.061 1.873
```

* energy relative to the best compared isomer or geometry (same formula, charge and spin): 0.0 kJ/mol
* gap between HOMO and LUMO: 4.8 eV
* 2S+1: 1
* E_LUMO: -7.18 eV
* total charge: +2